{"formula": "C24H25BCrF2N2O5P", "method": "ωB97M-V/def2-TZVPD", "species": ["Cr", "O", "C", "C", "N", "C", "C", "O", "O", "C", "C", "O", "O", "H", "H", "H", "H", "H", "H", "H", "H", "H", "N", "C", "C", "C", "C", "C", "C", "P", "C", "C", "C", "C", "C", "C", "C", "C", "C", "C", "C", "C", "H", "H", "H", "H", "H", "H", "H", "H", "H", "H", "H", "H", "H", "H", "H", "H", "F", "B", "F"], "xyz": [[-0.074185, 0.372295, -0.158091], [-0.004710, -1.717333, -0.916745], [-0.113560, -1.841673, -2.345192], [0.994092, -0.998363, -2.945715], [0.974234, 0.362119, -2.434117], [2.282275, 0.947449, -2.183017], [2.757128, 0.673143, -0.746595], [3.932008, 0.495572, -0.509317], [1.802880, 0.734454, 0.144384], [-0.061622, 1.266899, -2.892611], [-0.741095, 1.801880, -1.633719], [-1.242910, 2.889861, -1.515597], [-1.972587, 0.297186, -1.263801], [-0.712220, -2.226852, -0.501080], [-1.096397, -1.490706, -2.660367], [0.023851, -2.885937, -2.630329], [0.911792, -1.037826, -4.040419], [1.950800, -1.444387, -2.669173], [2.208971, 2.035133, -2.260190], [3.044728, 0.616432, -2.891133], [-0.769307, 0.778874, -3.563293], [0.357765, 2.131565, -3.416195], [-0.427894, 2.181044, 1.013395], [-0.716578, 2.233238, 2.433820], [-1.127014, 3.428165, 3.014180], [-1.353338, 3.505572, 4.376506], [-1.158999, 2.386512, 5.180074], [-0.771114, 1.190999, 4.602753], [-0.564350, 1.095691, 3.228531], [-0.207751, -0.491760, 2.400544], [1.134831, -1.226104, 3.389448], [0.918435, -1.975887, 4.545187], [1.994468, -2.481645, 5.255994], [3.293797, -2.242054, 4.821107], [3.513141, -1.498323, 3.671909], [2.437818, -0.993317, 2.952984], [-1.653669, -1.524674, 2.804691], [-2.879368, -0.974953, 3.173664], [-3.999534, -1.784399, 3.307393], [-3.909473, -3.146863, 3.072852], [-2.692364, -3.701909, 2.699045], [-1.574608, -2.897303, 2.558288], [0.512841, 2.540493, 0.851384], [-1.061704, 2.792217, 0.493572], [-1.257477, 4.299532, 2.382803], [-1.671716, 4.443605, 4.811713], [-1.319380, 2.449130, 6.248229], [-0.635604, 0.312347, 5.222281], [-0.092410, -2.173239, 4.881964], [1.819224, -3.064367, 6.151440], [4.131416, -2.640891, 5.378706], [4.521249, -1.312948, 3.324740], [2.608380, -0.416805, 2.049914], [-2.964774, 0.090544, 3.342044], [-4.945670, -1.340392, 3.588832], [-4.785352, -3.774078, 3.174883], [-2.615349, -4.765800, 2.513418], [-0.623937, -3.335457, 2.270822], [-3.471421, 1.002105, 0.453018], [-2.912828, 0.075539, -0.360734], [-3.360755, -1.183552, -0.093883]], "forces_ev_per_angstrom": [[-1.0, 1.1, -0.9], [0.1, -0.1, 0.1], [0.0, 0.1, -0.1], [0.0, 0.0, -0.1], [0.1, -0.5, 0.1], [-0.1, 0.0, 0.2], [-0.1, 0.2, -0.1], [0.0, 0.0, 0.1], [0.4, -0.1, 0.1], [-0.3, 0.2, -0.1], [1.1, 0.6, 0.1], [-0.2, 0.0, -0.1], [-0.1, -0.7, 0.9], [-0.1, 0.1, 0.0], [0.0, 0.0, 0.0], [0.0, 0.0, 0.0], [0.0, 0.0, 0.0], [0.0, 0.0, 0.0], [0.0, 0.0, 0.0], [0.0, 0.0, 0.0], [0.0, -0.1, 0.1], [0.0, 0.0, -0.1], [-0.1, -0.2, 0.3], [0.1, -0.2, 0.1], [0.0, 0.1, -0.1], [0.0, -0.1, 0.0], [0.0, 0.1, 0.0], [0.0, 0.0, 0.1], [0.0, 0.0, -0.3], [0.0, -0.2, 0.0], [0.0, 0.1, -0.1], [0.0, 0.0, 0.0], [0.1, 0.0, 0.0], [-0.1, 0.0, 0.0], [0.0, 0.0, 0.0], [0.1, 0.0, 0.0], [-0.2, 0.1, 0.0], [0.1, 0.0, 0.0], [0.0, 0.0, 0.0], [0.0, 0.1, 0.0], [0.0, -0.1, 0.0], [0.0, 0.0, 0.0], [0.0, 0.0, 0.0], [0.0, -0.1, -0.1], [0.0, 0.0, 0.0], [0.0, 0.0, 0.0], [0.0, 0.0, 0.0], [0.0, 0.0, 0.0], [0.0, 0.0, 0.0], [0.0, 0.0, 0.0], [0.0, 0.0, 0.0], [0.0, 0.0, 0.0], [0.0, 0.0, 0.0], [0.0, 0.0, 0.0], [0.0, 0.0, 0.0], [0.0, 0.0, 0.0], [0.0, 0.0, 0.0], [0.0, 0.0, 0.0], [0.1, 0.0, -0.2], [0.0, -0.3, 0.2], [0.0, 0.1, -0.2]], "e_tot_ev": -82338.787, "fmax_ev_per_a": 1.7, "spin_multiplicity": 4, "total_charge": 0, "e_above_lowest_kcal_mol": 36.3, "gap_ev": [7.90, 7.95]}

=====

{"formula": "C4H8O2", "method": "ωB97M-V/def2-TZVPD", "species": ["O", "C", "C", "C", "O", "C", "H", "H", "H", "H", "H", "H", "H", "H"], "xyz": [[-1.714446, 0.947100, 0.427188], [-0.452400, 0.327161, -0.818716], [0.911927, 0.638883, -0.268683], [1.109001, -0.539284, 0.698405], [0.417352, -1.616398, 0.111162], [-0.722537, -1.036003, -0.515005], [-1.313909, 1.293069, 1.244914], [-0.887623, 0.883343, -1.640502], [1.012256, 1.626501, 0.187216], [1.618552, 0.570610, -1.106442], [0.674590, -0.293113, 1.683657], [2.153733, -0.825879, 0.840265], [-1.204602, -1.712059, -1.213189], [-1.601894, -0.263931, 0.369730]], "forces_ev_per_angstrom": [[0.0, 0.1, 0.4], [0.1, -0.3, -0.1], [0.0, 0.0, 0.0], [0.2, 0.2, 0.2], [0.0, -0.1, 0.0], [0.1, 0.0, -0.4], [-0.1, 0.0, -0.2], [0.0, -0.1, 0.1], [0.0, -0.2, -0.1], [-0.1, 0.0, 0.1], [0.0, 0.0, -0.1], [-0.1, 0.1, 0.0], [0.0, 0.1, 0.1], [0.0, 0.2, 0.0]], "e_tot_ev": -8368.924, "fmax_ev_per_a": 0.4, "spin_multiplicity": 1, "total_charge": 0, "e_above_lowest_kcal_mol": 100.5, "gap_ev": 8.66}

=====

{"formula": "C9H14N4O3", "method": "ωB97M-V/def2-TZVPD", "species": ["C", "C", "C", "C", "C", "C", "C", "C", "C", "H", "H", "H", "H", "H", "H", "H", "H", "H", "H", "H", "H", "H", "H", "N", "N", "N", "N", "O", "O", "O"], "xyz": [[2.446815, -0.490209, -0.662108], [1.859166, -0.860455, 0.676869], [3.502574, -1.514495, -1.113798], [-0.214937, 0.561508, 0.480779], [-0.002662, 2.002833, -0.004304], [-1.589182, 0.506997, 1.315835], [-2.745811, -0.087180, 0.534362], [-3.864321, 0.525041, 0.084211], [-3.874399, -1.554160, -0.561615], [3.833732, 0.754317, 0.179512], [3.236601, 1.269809, -1.344597], [1.675347, -0.443580, -1.477486], [2.984824, -2.474422, -1.377833], [4.146228, -1.116406, -1.919524], [4.084133, -1.630417, -0.196566], [0.895970, 0.065918, 2.187194], [-0.242699, -0.020821, -0.492135], [-1.877221, 1.513206, 1.625788], [-1.428353, -0.132272, 2.173575], [-4.291000, 1.505166, 0.304185], [-4.205647, -2.445508, -1.042170], [-5.492109, -0.351384, -1.002842], [1.903362, 1.913912, 0.214996], [3.010115, 0.855119, -0.433546], [0.846328, -0.136498, 1.191464], [-2.783013, -1.412710, 0.187595], [-4.568108, -0.415350, -0.621208], [2.498802, -1.575880, 1.429857], [-0.943150, 2.606377, -0.488410], [1.198614, 2.581534, 0.151925]], "forces_ev_per_angstrom": [[-0.5, -0.3, -2.0], [1.1, -0.1, 1.4], [-0.6, 0.0, 0.6], [-0.5, -1.0, -1.1], [-0.4, 1.2, 0.1], [0.2, -0.4, -1.4], [0.6, -0.1, 0.5], [-1.0, 1.4, 0.2], [1.3, -0.2, 1.2], [-0.3, 0.2, -0.7], [0.3, -0.1, 0.7], [0.4, 0.4, 0.8], [0.8, 0.8, 0.1], [-0.5, -0.3, 0.2], [0.4, -0.6, -0.4], [0.1, -0.7, -0.3], [-0.9, 0.6, 1.0], [0.2, -0.1, 0.0], [0.2, 0.0, 0.3], [0.4, -0.3, -0.4], [-0.1, -0.5, -0.1], [-0.1, 0.3, -0.1], [0.7, -0.7, 0.0], [0.5, -0.5, -0.3], [-1.2, 1.7, 0.5], [-0.2, -0.4, -1.3], [-0.3, 0.2, 0.0], [0.1, -0.3, -0.1], [1.0, -0.6, 0.5], [-1.8, 0.6, -0.1]], "e_tot_ev": -21663.383, "fmax_ev_per_a": 2.1, "spin_multiplicity": 1, "total_charge": 0, "e_above_lowest_kcal_mol": 30.4, "smiles": "C[C@H](N)C(=O)N[C@@H](Cc1c[nH]cn1)C(=O)O", "gap_ev": 9.44}

=====

{"formula": "C4H10N3", "method": "ωB97M-V/def2-TZVPD", "species": ["C", "C", "C", "C", "N", "N", "N", "H", "H", "H", "H", "H", "H", "H", "H", "H", "H"], "xyz": [[-0.050049, -0.645194, 0.362770], [-0.093240, 1.898725, -0.331443], [0.442767, -0.207170, -1.765805], [0.533421, 0.503637, -0.370387], [-1.273986, -2.659897, 0.611349], [-0.880325, -1.513159, 0.436532], [0.272840, -0.082584, 2.381160], [0.236719, 2.588165, 0.547010], [-1.227930, 1.689269, -0.127373], [0.187060, 2.383299, -1.210916], [-0.535322, -0.146724, -2.167636], [0.677096, -1.208307, -1.871227], [0.967319, 0.404647, -2.523763], [1.686595, 0.622160, -0.297127], [-2.189992, -2.759781, 1.070742], [-0.028985, -0.889505, 2.914368], [1.276011, 0.022422, 2.341745]], "forces_ev_per_angstrom": [[2.1, 4.1, 5.1], [-2.3, -0.9, 4.0], [-0.2, 3.8, -1.6], [2.2, -1.7, -2.4], [0.6, 0.7, -0.1], [-1.1, -2.6, 0.7], [-1.5, -0.2, -3.2], [-0.3, -1.6, -1.4], [1.9, 1.1, -1.0], [-0.2, 0.8, -1.6], [-1.5, 0.1, 0.0], [1.2, -2.0, 0.4], [0.3, -0.5, 0.4], [-1.9, -0.7, 1.0], [-0.2, 0.6, -0.5], [0.4, -0.5, 0.1], [0.6, -0.5, 0.1]], "e_tot_ev": -8766.969, "fmax_ev_per_a": 6.9, "spin_multiplicity": 1, "total_charge": 1, "e_above_lowest_kcal_mol": 176.0, "gap_ev": [7.54, 7.54]}

=====

{"formula": "C4H7N2", "method": "ωB97M-V/def2-TZVPD", "species": ["C", "C", "C", "C", "N", "N", "H", "H", "H", "H", "H", "H", "H"], "xyz": [[-0.495617, 1.058655, 0.013897], [0.889574, 0.539271, 0.294959], [0.692599, -0.859812, 0.702109], [-1.316270, -0.179777, 0.107299], [-2.491029, -0.377970, -0.153608], [1.289739, -0.568421, -0.602477], [-0.823583, 1.732945, 0.810513], [-0.655682, 1.587559, -0.929733], [1.686813, 1.202678, 0.596293], [1.232526, -1.428094, 1.436240], [-3.056603, -1.209171, -0.081030], [0.760714, -0.762102, -1.454260], [2.286820, -0.735759, -0.740197]], "forces_ev_per_angstrom": [[0.4, 0.7, -0.3], [-0.5, 0.2, 0.4], [-2.6, 0.4, 0.1], [-0.5, -0.5, -0.1], [2.1, -0.2, 0.5], [0.5, -0.4, -1.2], [0.1, 0.0, 0.0], [0.0, 0.0, 0.0], [0.1, -0.1, 0.0], [0.2, -0.2, 0.0], [0.0, -0.3, 0.1], [0.1, 0.0, 0.2], [-0.1, 0.2, 0.1]], "e_tot_ev": -7230.813, "fmax_ev_per_a": 2.6, "spin_multiplicity": 1, "total_charge": 1, "e_above_lowest_kcal_mol": 113.6, "gap_ev": 9.40}

=====

{"formula": "C23H13BrMoN6O5", "method": "ωB97M-V/def2-TZVPD", "species": ["Mo", "O", "C", "O", "C", "C", "C", "C", "C", "N", "C", "O", "O", "H", "H", "H", "N", "C", "O", "C", "C", "N", "C", "N", "H", "H", "Br", "C", "C", "C", "N", "C", "C", "H", "H", "H", "H", "N", "C", "C", "C", "C", "C", "C", "C", "H", "H", "H", "H"], "xyz": [[-0.450566, -0.286547, -0.058211], [1.270479, -0.792272, 3.556511], [1.167698, -0.589460, 2.401182], [-0.062054, -0.359369, 1.792531], [2.234325, -0.503297, 1.367979], [3.602688, -0.572821, 1.555606], [4.419908, -0.436294, 0.436791], [3.854893, -0.228354, -0.819001], [2.476067, -0.184596, -0.905905], [1.714950, -0.326544, 0.166784], [1.642397, 0.041903, -2.118091], [1.985715, 0.289592, -3.216953], [0.299598, -0.075202, -1.762054], [4.000900, -0.725522, 2.549975], [5.495339, -0.486217, 0.542652], [4.451511, -0.105607, -1.713134], [-3.621091, -1.861725, -2.518218], [-3.150515, -1.114355, -1.543529], [-1.872812, -1.062000, -1.344203], [-4.026859, -0.322776, -0.713342], [-5.421230, -0.212672, -0.919286], [-6.541492, -0.180602, -1.171916], [-3.220981, 0.251882, 0.214851], [-2.196905, 0.436933, 0.759492], [-2.988888, -2.369255, -3.118058], [-4.613236, -1.910867, -2.704919], [0.782790, 6.447623, 0.638414], [0.517366, 4.620395, 0.460554], [0.454802, 4.031834, -0.799161], [0.257448, 2.673153, -0.893140], [0.125185, 1.883087, 0.190992], [0.161327, 2.459434, 1.405589], [0.361234, 3.809632, 1.581095], [0.553782, 4.620476, -1.699895], [0.185482, 2.211410, -1.867239], [-0.000077, 1.822035, 2.262917], [0.381329, 4.221013, 2.580054], [0.290318, -7.688237, 0.028073], [0.230281, -6.542248, 0.034142], [0.150967, -5.108473, 0.036950], [0.513024, -4.394263, -1.109145], [0.436293, -3.016266, -1.115912], [0.007819, -2.338539, 0.028315], [-0.330959, -3.045943, 1.180302], [-0.276789, -4.435883, 1.173090], [0.847463, -4.925320, -1.990168], [0.686496, -2.488288, -2.026907], [-0.664906, -2.555717, 2.084281], [-0.558232, -4.986475, 2.060403]], "forces_ev_per_angstrom": [[0.0, 0.2, 0.1], [0.1, 0.0, 0.0], [-0.1, 0.0, 0.0], [0.0, 0.0, -0.1], [0.1, 0.0, 0.0], [0.0, 0.0, 0.0], [0.0, 0.0, 0.0], [0.0, 0.0, 0.0], [0.0, 0.0, 0.0], [0.0, 0.0, -0.1], [0.2, 0.0, 0.0], [0.0, 0.0, 0.0], [0.0, 0.0, 0.0], [0.0, 0.0, 0.0], [0.0, 0.0, 0.0], [0.0, 0.0, 0.0], [0.0, 0.0, 0.0], [0.0, 0.0, 0.1], [0.0, 0.0, 0.1], [0.1, 0.0, 0.0], [0.0, 0.0, 0.0], [0.0, 0.0, 0.0], [0.0, -0.1, 0.0], [-0.1, 0.1, -0.1], [0.0, 0.0, 0.0], [0.0, 0.0, 0.0], [0.0, 0.0, 0.0], [0.0, 0.0, 0.0], [0.0, 0.0, 0.0], [0.0, 0.0, 0.0], [-0.1, -0.1, 0.0], [0.0, 0.1, 0.1], [0.0, 0.0, 0.0], [0.0, 0.0, 0.0], [0.0, 0.0, 0.0], [0.0, 0.0, 0.0], [0.0, 0.0, 0.0], [0.0, 0.0, 0.0], [0.0, 0.0, 0.0], [0.0, 0.0, 0.0], [0.0, 0.0, 0.0], [0.0, 0.0, 0.0], [0.0, -0.2, 0.0], [0.0, -0.1, 0.1], [0.0, 0.1, 0.0], [0.0, 0.0, 0.0], [0.0, 0.0, 0.0], [0.0, 0.0, 0.0], [0.0, 0.0, 0.0]], "e_tot_ev": -115121.541, "fmax_ev_per_a": 0.2, "spin_multiplicity": 1, "total_charge": 2, "e_above_lowest_kcal_mol": 0.0, "gap_ev": 5.86}